# 1
Here is a molecular structure, C38H38BrCl5N4O8Pb from the OMol25 dataset. Energies are from ωB97M-V/def2-TZVPD.

As for the orbital gap (alpha / beta): 5.116 / 4.555 eV. The energy above the lowest of the compared OMol25 structures with the same formula, charge and spin comes out at 0.053 eV. As for the maximum force: 0.74 eV/A. The charge is +2. As for the energy: -200254.1202 eV.

Element x y z (Å)
Pb: 0.16675 -0.85656 0.01834
C: -4.47940 -0.74140 2.68714
N: -3.89544 -0.41665 1.38847
C: -4.33179 0.78202 0.68508
C: -2.81926 -1.03619 0.92691
O: -2.25903 -0.69373 -0.13002
C: -2.27183 -2.17434 1.78002
O: -1.07184 -2.69060 1.21850
C: -1.10449 -3.97810 0.62514
C: -0.69303 -3.89710 -0.84709
O: -0.58005 -2.78559 -1.38070
N: -0.49518 -5.04050 -1.49878
C: -0.10548 -5.02579 -2.90226
C: -0.72128 -6.36319 -0.93075
H: -5.38036 -0.15085 2.81642
H: -3.79115 -0.49586 3.49789
H: -4.76003 -1.79229 2.74806
H: -5.30130 1.08153 1.07280
H: -4.41853 0.57127 -0.37949
H: -3.60431 1.58164 0.85082
H: -3.01348 -2.96675 1.89755
H: -2.02609 -1.77691 2.76372
H: -2.10554 -4.40863 0.69963
H: -0.41327 -4.61721 1.17463
H: 0.02864 -4.00140 -3.22958
H: -0.87685 -5.50278 -3.50802
H: 0.82773 -5.57761 -3.02076
H: -0.70030 -6.35068 0.15398
H: 0.07002 -7.02882 -1.27240
H: -1.67976 -6.76631 -1.26235
Cl: 6.28158 -4.41635 3.81109
C: 4.99633 -4.01595 2.80014
C: 4.26349 -2.82341 3.03832
Cl: 4.69116 -1.81529 4.34875
C: 3.21809 -2.49022 2.21827
Cl: 2.30237 -1.07918 2.48077
C: 2.84476 -3.33129 1.08999
O: 1.91734 -3.03626 0.32380
C: 3.61947 -4.54963 0.89275
Cl: 3.16082 -5.53629 -0.42128
C: 4.65760 -4.87804 1.71938
Cl: 5.55566 -6.30673 1.47274
C: 2.79728 -1.28547 -3.13941
O: 1.70244 -0.43597 -2.75744
C: 1.26452 0.46737 -3.61287
C: 1.77968 0.69805 -4.87372
C: 1.20051 1.67701 -5.67114
Br: 1.87452 2.00313 -7.36560
C: 0.10963 2.45624 -5.22388
C: -0.42117 2.26332 -3.97840
C: 0.11305 1.23030 -3.10604
O: -0.37079 0.98322 -1.98994
C: -1.48148 3.12473 -3.46545
N: -2.02735 3.06402 -2.25258
C: -2.95241 4.09426 -2.10430
C: -3.75138 4.48331 -1.03372
C: -4.56151 5.57768 -1.24273
C: -4.58060 6.26633 -2.46954
C: -3.78292 5.88774 -3.52704
C: -2.96491 4.78455 -3.30943
N: -2.03567 4.14857 -4.12717
H: 2.53801 -1.84803 -4.03588
H: 2.93936 -1.96165 -2.30284
H: 3.69516 -0.68892 -3.29940
H: 2.61742 0.13161 -5.25284
H: -0.26837 3.21077 -5.89994
H: -1.74160 2.36142 -1.57522
H: -3.72458 3.96666 -0.08664
H: -5.19773 5.92422 -0.44049
H: -5.23396 7.12018 -2.58110
H: -3.79002 6.42273 -4.46627
H: -1.79350 4.43839 -5.05989
C: 4.83178 2.74276 4.03073
C: 3.43833 2.41304 3.57123
C: 2.50130 1.87350 4.44344
C: 1.21452 1.55615 4.02841
C: 0.21863 0.97254 4.99557
C: 0.84599 1.79518 2.70227
C: 1.76422 2.36086 1.81557
C: 1.37363 2.65283 0.38685
C: 3.04663 2.65422 2.25807
C: -0.54128 1.43417 2.25278
O: -1.46442 2.23412 2.25412
O: -0.69981 0.20035 1.84253
H: 4.93121 2.61794 5.10780
H: 5.08878 3.77390 3.78657
H: 5.57140 2.10054 3.54829
H: 2.77871 1.69771 5.47691
H: 0.67118 0.80519 5.97098
H: -0.17204 0.02010 4.62827
H: -0.63309 1.64339 5.12245
H: 0.34226 3.00447 0.32887
H: 1.45889 1.76142 -0.24628
H: 2.02426 3.41480 -0.04079
H: 3.75449 3.10311 1.56869

=====

# 2
Here is a molecular structure, C38H38CeClOP2S in a non-equilibrium geometry from the OMol25 dataset. Energies are from ωB97M-V/def2-TZVPD.

As for the orbital gap (alpha / beta): 6.719 / 6.740 eV. As for the maximum force: 3.61 eV/A. The charge is +3. As for the energy: -96905.7674 eV.

Element x y z (Å)
Ce: 0.06351 0.12716 0.05255
Cl: 1.24874 0.56848 -2.29215
P: 1.64285 -1.87140 0.14893
P: -1.14768 2.29872 -0.45108
C: 1.11529 -2.91971 1.47516
C: 3.30171 -1.34566 0.46652
C: 1.52697 -2.76194 -1.39842
C: -2.32188 2.11361 -1.75266
C: -1.99213 2.78810 1.02393
C: 0.10553 3.51706 -0.86302
C: 0.70372 -4.21629 1.18907
C: 0.39124 -5.07348 2.23824
C: 0.49118 -4.64226 3.55813
C: 0.90072 -3.33852 3.82733
C: 1.20908 -2.47220 2.78719
H: 0.62928 -4.55630 0.15492
H: 0.06693 -6.09730 2.01604
H: 0.24378 -5.32216 4.37957
H: 0.97939 -2.98664 4.86417
H: 1.53344 -1.44429 3.00438
C: 0.29273 -3.05242 -1.95721
C: 0.23188 -3.88083 -3.08966
C: 1.40607 -4.37480 -3.64791
C: 2.63703 -4.05253 -3.08260
C: 2.70749 -3.23982 -1.94900
H: -0.63501 -2.63870 -1.52637
H: -0.73902 -4.11816 -3.53012
H: 1.36091 -5.00970 -4.53682
H: 3.56344 -4.43186 -3.52600
H: 3.66794 -2.98128 -1.51217
C: 4.09007 -2.26912 1.12985
C: 5.44125 -1.98047 1.36895
C: 5.98126 -0.76660 0.93535
C: 5.17781 0.15539 0.26991
C: 3.82739 -0.13640 0.03894
H: 3.67304 -3.21248 1.48249
H: 6.06319 -2.70582 1.89271
H: 7.03358 -0.54276 1.12300
H: 5.59347 1.10537 -0.07124
H: 3.19652 0.59595 -0.49887
C: -1.63586 3.98731 1.64021
C: -2.36941 4.42833 2.73553
C: -3.44835 3.68427 3.21046
C: -3.79113 2.48758 2.58225
C: -3.05624 2.05312 1.48440
H: -0.79436 4.57428 1.26494
H: -2.09724 5.37001 3.22219
H: -4.02284 4.03397 4.07136
H: -4.63221 1.89169 2.95145
H: -3.32518 1.09246 1.00021
C: -2.19200 1.21215 -2.79415
C: -3.14337 1.19634 -3.82169
C: -4.21943 2.07973 -3.78260
C: -4.34679 2.97767 -2.72178
C: -3.38733 2.99212 -1.69769
H: -1.33626 0.51542 -2.83528
H: -3.03918 0.49028 -4.64846
H: -4.96693 2.06888 -4.57862
H: -5.18861 3.67021 -2.68091
H: -3.50238 3.68866 -0.86613
C: -0.25875 4.49672 -1.77680
C: 0.64737 5.52658 -2.05078
C: 1.88706 5.56498 -1.41615
C: 2.23694 4.57278 -0.50723
C: 1.33626 3.53065 -0.23672
H: -1.22057 4.46062 -2.27847
H: 0.37321 6.30043 -2.77295
H: 2.58990 6.37240 -1.63927
H: 3.20972 4.58842 -0.00944
H: 1.62458 2.72431 0.46984
H: 0.12716 -0.61204 -4.99185
H: 0.76804 -0.18206 -4.99876
C: -2.53651 -0.54591 3.07867
S: -1.71718 -1.33688 1.68738
C: -2.16812 -2.93312 2.26740
O: -2.65402 -0.91726 0.49748
H: -2.37791 -1.09980 3.95736
H: -3.63386 -0.50444 2.82605
H: -2.13904 0.41699 3.21463
H: -3.25671 -2.94173 2.37081
H: -1.89640 -3.68621 1.57547
H: -1.70884 -3.11784 3.25563

=====

# 3
Here is a molecular structure, C38H39BBiBrCl5N8O2 in a non-equilibrium geometry from the OMol25 dataset. Energies are from ωB97M-V/def2-TZVPD.

As for the orbital gap: 5.287 eV. The energy above the lowest of the compared OMol25 structures with the same formula, charge and spin comes out at 0.000 eV. As for the maximum force: 3.83 eV/A. The charge is +1. As for the energy: -195218.9458 eV.

Element x y z (Å)
Bi: 10.93274 12.39980 10.88292
C: 6.86093 12.69069 11.29804
C: 7.57973 14.09504 11.05898
C: 6.50528 15.18913 10.94457
C: 8.26943 14.12346 9.74103
C: 8.00338 14.84320 8.54492
C: 8.79235 14.25772 7.54700
N: 9.52026 13.29026 8.08934
N: 9.24793 13.24493 9.46596
B: 10.08154 11.94971 7.45691
N: 9.02577 10.83853 7.81641
C: 7.65317 10.87658 7.64652
C: 7.17356 9.80511 8.33287
C: 8.30071 9.17696 8.97526
N: 9.39995 9.79801 8.58648
C: 8.36697 7.96826 9.87962
C: 8.78012 8.21974 11.35672
C: 7.00867 7.28878 9.79294
N: 11.49036 11.70942 7.95680
C: 12.18207 10.52891 7.79387
C: 13.43226 10.65573 8.38888
C: 13.43082 12.03876 8.97124
N: 12.21018 12.58449 8.71638
C: 14.57513 12.90441 9.40365
C: 14.98754 12.55484 10.89116
C: 15.75289 12.83698 8.55113
H: 6.25996 12.76641 12.20072
H: 6.22648 12.42651 10.48749
H: 7.63713 11.95170 11.48231
H: 8.25352 14.20484 11.91652
H: 5.72694 14.76960 10.33690
H: 6.04820 15.44027 11.90065
H: 6.95068 16.11717 10.44968
H: 7.34139 15.67069 8.46706
H: 8.85927 14.51318 6.51162
H: 10.02730 12.12421 6.25258
H: 7.17023 11.64623 7.09298
H: 6.16842 9.48803 8.47490
H: 9.09968 7.28668 9.44753
H: 8.11636 8.95841 11.77209
H: 8.69916 7.30508 11.96042
H: 9.81607 8.58598 11.45243
H: 6.28894 7.97508 10.19054
H: 6.65926 7.17221 8.76924
H: 7.07263 6.36854 10.42166
H: 11.76830 9.66986 7.27285
H: 14.25761 9.95501 8.36497
H: 14.21011 13.96826 9.41385
H: 15.42660 11.52342 10.86563
H: 15.80148 13.21685 11.24280
H: 14.14366 12.57183 11.59302
H: 15.93908 11.73247 8.29666
H: 15.68743 13.37340 7.56447
H: 16.63272 13.22942 9.08470
Cl: 10.23911 12.23903 13.86971
C: 11.05774 13.76152 13.53294
C: 11.38532 14.17889 12.24028
C: 11.80719 15.46716 11.95041
Cl: 12.06316 16.05311 10.39052
C: 12.03040 16.32577 13.05244
Cl: 12.32940 18.08052 12.84937
C: 11.98727 15.81233 14.36825
Cl: 12.59216 16.74187 15.65366
C: 11.43557 14.56228 14.64391
Cl: 11.03008 13.97528 16.23398
C: 12.08655 7.81316 9.82585
O: 12.35922 8.67688 10.96444
C: 13.49752 8.45747 11.74474
C: 14.36308 7.37732 11.61243
C: 15.40166 7.19001 12.53202
Br: 16.25858 5.53037 12.52670
C: 15.63878 8.10237 13.54637
C: 14.83482 9.23754 13.68370
C: 13.65634 9.29966 12.86269
O: 12.75847 10.35717 12.91432
C: 15.26443 10.20995 14.63764
N: 16.34230 10.04995 15.43717
C: 16.44798 11.23094 16.12365
C: 17.41630 11.66920 17.03150
C: 17.41382 12.97791 17.50304
C: 16.49384 13.90855 17.04230
C: 15.41197 13.46053 16.27427
C: 15.44364 12.17034 15.81976
N: 14.65266 11.47933 14.85864
H: 11.78054 6.81821 10.11966
H: 12.93185 7.64382 9.15531
H: 11.36080 8.28322 9.16510
H: 14.14371 6.61792 10.82537
H: 16.40983 7.88434 14.29329
H: 12.19500 10.31466 13.71258
H: 18.12146 10.95149 17.44065
H: 18.20657 13.30300 18.19868
H: 16.63948 14.96448 17.23788
H: 14.68731 14.16014 15.84480
H: 13.89995 11.93703 14.34848

=====

# 4
Here is a molecular structure, C38H39BF4FeN6O5 from the OMol25 dataset. Energies are from ωB97M-V/def2-TZVPD.

As for the orbital gap (alpha / beta): 4.835 / 4.835 eV. As for the maximum force: 0.34 eV/A. The charge is -2. As for the energy: -105155.8955 eV.

Element x y z (Å)
Fe: 0.08373 -0.14124 -0.35006
C: 8.05992 -0.67003 -0.94352
O: 6.73761 -0.71422 -0.47376
C: 6.22777 -1.94764 -0.13638
C: 6.93508 -3.13166 -0.21077
C: 6.31488 -4.33091 0.14198
C: 4.99366 -4.32358 0.54403
C: 4.27899 -3.13265 0.61502
C: 4.88651 -1.92834 0.28903
N: 4.26781 -0.68324 0.37564
C: 2.86075 -0.53915 0.50605
N: 2.39374 -0.90638 1.71120
C: 1.25713 -0.31899 2.33782
C: 0.16618 0.12826 1.59827
C: -0.86534 0.69456 2.36415
C: -0.83617 0.75806 3.74935
C: 0.27417 0.29423 4.45177
C: 1.32811 -0.22636 3.72727
O: 2.49290 -0.65547 4.38235
C: 3.45046 0.38506 4.46688
N: 2.11180 -0.06166 -0.42932
C: 2.73870 0.76859 -1.39673
C: 2.72012 0.51531 -2.75926
C: 3.17484 1.46340 -3.66953
C: 3.64734 2.68518 -3.22618
C: 3.71043 2.94807 -1.86309
C: 3.28806 1.99037 -0.95347
O: 3.41986 2.15281 0.39438
C: 3.06581 3.42057 0.93468
H: 8.27966 0.37634 -1.14450
H: 8.17752 -1.24614 -1.86730
H: 8.76379 -1.05139 -0.19637
H: 7.96270 -3.13634 -0.54746
H: 6.86770 -5.25955 0.07478
H: 4.48056 -5.24674 0.77550
H: 3.23013 -3.15481 0.88419
H: 4.70650 0.03422 -0.18166
H: 3.09406 -1.24456 2.35132
H: -1.74395 1.06152 1.84610
H: -1.68102 1.16787 4.29391
H: 0.33841 0.33764 5.53330
H: 4.33559 -0.02577 4.95446
H: 3.06388 1.22408 5.05427
H: 3.72237 0.75419 3.47122
H: 2.30083 -0.40772 -3.12741
H: 3.13043 1.24553 -4.72985
H: 3.96915 3.43958 -3.93469
H: 4.08098 3.90001 -1.50689
H: 3.01095 3.27955 2.01273
H: 2.08128 3.70852 0.56260
H: 3.82746 4.17530 0.71137
C: -1.10229 1.19272 -4.22091
C: -0.51703 0.98542 -2.86023
N: -0.26631 -0.17219 -2.34918
O: -0.61817 -1.26698 -3.16331
C: -0.20906 2.11924 -2.02224
C: -0.22356 3.52502 -2.52853
N: 0.05121 1.82174 -0.76495
O: 0.32565 2.76413 0.05001
H: -1.61709 0.29495 -4.54828
H: -0.31029 1.43106 -4.93797
H: -1.80076 2.02756 -4.18824
H: -1.35091 -1.66607 -2.66260
H: 0.18344 3.59007 -3.54122
H: 0.38056 4.13611 -1.85858
H: -1.23660 3.94427 -2.53959
F: -4.37749 -0.25594 -0.36997
B: -3.21359 -0.18824 -1.13038
F: -2.08201 -0.23262 -0.25283
F: -3.12161 -1.31042 -1.99697
F: -3.19502 0.98348 -1.89305
C: 2.53360 -5.16024 -1.81481
C: 2.50588 -3.83893 -2.26352
C: 1.67373 -2.90079 -1.69290
C: 0.79702 -3.20451 -0.61739
C: 0.85480 -4.55844 -0.16682
C: 1.69177 -5.49058 -0.75733
N: 0.01144 -2.25242 -0.06437
C: -1.01720 -2.76298 0.76234
C: -2.15278 -3.34046 0.18168
C: -3.19028 -3.83403 0.95200
C: -3.12131 -3.77912 2.34022
C: -1.99598 -3.22692 2.93263
C: -0.95622 -2.72850 2.15765
H: 3.19308 -5.89457 -2.26173
H: 3.14392 -3.53461 -3.08883
H: 1.63225 -1.89970 -2.08216
H: 0.21974 -4.86805 0.65368
H: 1.68662 -6.50722 -0.37181
H: -2.21473 -3.36804 -0.89876
H: -4.06984 -4.24249 0.46637
H: -3.94066 -4.14725 2.94776
H: -1.92263 -3.17258 4.01364
H: -0.08291 -2.30614 2.63370

=====

# 5
Here is a molecular structure, C38H39CdCl3N8OSSi in a non-equilibrium geometry from the OMol25 dataset. Energies are from ωB97M-V/def2-TZVPD.

As for the orbital gap (alpha / beta): 5.725 / 4.664 eV. The energy above the lowest of the compared OMol25 structures with the same formula, charge and spin comes out at 17.375 eV. As for the maximum force: 8.18 eV/A. As for the energy: -114840.5491 eV.

Element x y z (Å)
Cd: 0.20657 -0.27541 0.32191
C: 1.52189 1.22932 2.83439
N: 0.16012 1.15888 2.32375
C: -0.78668 0.73318 3.34291
C: -0.65416 -0.74519 3.55189
N: 0.26349 -1.47371 2.98608
C: -0.00233 -2.77972 3.38992
C: 0.64851 -3.96547 3.06062
C: 0.15933 -5.13299 3.60957
C: -0.95213 -5.13287 4.46731
C: -1.61383 -3.96597 4.79702
C: -1.11449 -2.79728 4.23423
N: -1.51176 -1.46841 4.32975
C: 2.47068 1.38070 1.69963
N: 2.25066 0.97122 0.47832
C: 3.38742 1.35183 -0.24714
C: 3.67708 1.25439 -1.60461
C: 4.87612 1.77979 -2.04511
C: 5.77984 2.39589 -1.16794
C: 5.50113 2.51543 0.17886
C: 4.28852 1.99039 0.60890
N: 3.67252 1.98675 1.84695
H: 1.74265 0.29586 3.35353
H: 1.66300 2.05926 3.53952
H: -0.09318 2.05832 1.92344
H: -1.79364 0.97225 2.99785
H: -0.62630 1.25289 4.29796
H: 1.48376 -3.95912 2.37509
H: 0.63316 -6.07458 3.36630
H: -1.30360 -6.07183 4.87440
H: -2.47928 -3.96883 5.44629
H: -2.33763 -1.11986 4.78391
H: 2.99753 0.79452 -2.30125
H: 5.12125 1.71698 -3.09720
H: 6.70977 2.79077 -1.55530
H: 6.19005 2.99728 0.86020
H: 4.02191 2.39182 2.69732
N: 1.82857 -1.20171 -3.98203
C: 0.70545 -1.46310 -4.77069
C: 0.72983 -2.48468 -5.72084
C: -0.36017 -2.72235 -6.53729
C: -1.49360 -1.92903 -6.42795
C: -1.50104 -0.89136 -5.50768
C: -0.41972 -0.64712 -4.66455
C: -0.45908 0.64289 -3.89153
C: 0.12281 1.68104 -4.64143
C: -0.08398 3.01675 -4.37065
C: -0.93001 3.35480 -3.32403
C: -1.46075 2.35187 -2.54110
C: -1.20782 0.97414 -2.74688
H: 2.46299 -1.99041 -3.97504
H: 1.53681 -1.07104 -3.01792
H: 1.60850 -3.11766 -5.78670
H: -0.32601 -3.53251 -7.25516
H: -2.34947 -2.09686 -7.06809
H: -2.36299 -0.23706 -5.44016
H: 0.71237 1.39670 -5.50521
H: 0.36213 3.77732 -4.99974
H: -1.19119 4.38802 -3.12841
H: -2.12455 2.65333 -1.74175
N: -1.13917 -3.30710 -2.58536
C: -1.08420 -2.70118 -1.35503
S: 0.50808 -2.80732 -0.50156
N: -2.02187 -1.69817 0.86801
C: -3.64640 -2.57574 -1.05367
C: -4.90964 -3.36640 -1.05730
C: -5.83397 -2.95654 -2.17048
C: -6.97210 -2.47804 -1.66016
C: -6.90576 -2.52795 -0.18733
C: -5.73262 -3.05619 0.17286
H: -0.40335 -3.95595 -2.79056
H: -2.00389 -3.32683 -3.10077
H: -2.01282 -1.76235 1.86566
H: -4.67911 -4.44117 -1.08620
H: -5.58623 -3.06606 -3.21597
H: -7.81717 -2.11215 -2.22654
H: -7.68078 -2.16892 0.47496
H: -5.34156 -3.18707 1.17123
C: 1.07901 5.96044 0.39630
C: 1.05652 4.48758 0.08083
C: 1.62307 4.06540 -1.24349
O: 0.60790 3.68417 0.87193
H: 2.03409 6.40410 0.11213
H: 0.87622 6.12589 1.45131
H: 0.30576 6.45513 -0.19684
H: 2.71242 4.16744 -1.20563
H: 1.26217 4.71654 -2.04035
H: 1.36415 3.03372 -1.46587
Cl: -4.16060 0.30226 -2.50816
Si: -2.33027 -0.03706 -1.54303
Cl: -2.34627 -1.90743 -0.62185
Cl: -2.39968 1.26460 0.29426